55
Properties=species:S:1:pos:R:3:lowdin_charge:R:1 method="wB97M-V/def2-TZVPD" homo_energy_ev=-18.80 total_charge=+4 gap_ev=4.872
Tc -0.355 1.177 -0.660 0.878
C 1.346 2.157 1.680 -0.033
N 1.427 2.006 0.184 -0.123
C 2.665 1.310 -0.304 -0.049
C 2.364 0.691 -1.635 -0.255
N 1.109 0.565 -2.061 -0.036
C 1.183 -0.019 -3.314 -0.241
C 0.154 -0.238 -4.311 -0.493
C 0.574 -0.785 -5.598 -0.266
C 1.952 -1.230 -5.756 -0.012
C 2.890 -0.952 -4.823 0.090
C 2.485 -0.296 -3.605 -0.113
N 3.218 0.172 -2.529 0.242
C -0.080 1.990 2.086 -0.273
N -1.010 1.572 1.222 -0.084
C -2.230 1.552 1.908 -0.231
C -3.520 1.260 1.477 -0.018
C -4.529 1.374 2.414 -0.021
C -4.265 1.768 3.737 -0.009
C -2.987 2.068 4.168 0.044
C -1.980 1.948 3.220 -0.142
N -0.604 2.209 3.283 0.234
H 1.714 3.143 1.971 0.161
H 1.981 1.409 2.155 0.148
H 1.466 2.948 -0.206 0.139
H 2.911 0.531 0.412 0.117
H 3.510 2.000 -0.348 0.164
H -0.641 0.505 -4.350 0.077
H 0.003 -0.556 -6.489 0.147
H 2.231 -1.698 -6.691 0.150
H 3.930 -1.198 -5.002 0.152
H 4.228 0.138 -2.437 0.210
H -3.732 0.967 0.455 0.098
H -5.551 1.166 2.127 0.130
H -5.089 1.854 4.433 0.135
H -2.793 2.393 5.181 0.140
H -0.105 2.538 4.100 0.204
S -3.203 -1.849 -1.484 0.176
Sb -2.771 -0.892 -3.624 1.017
S -1.368 -0.827 -1.600 0.017
S -1.343 2.655 -1.552 0.513
S -0.545 -2.015 -4.463 0.762
N 0.517 -4.096 3.426 0.210
C 0.452 -3.107 2.545 -0.274
C -0.743 -2.387 2.295 0.030
C -0.749 -1.374 1.383 -0.210
N 0.320 -0.957 0.645 -0.098
C 1.441 -1.687 0.870 -0.149
C 1.566 -2.704 1.773 0.022
H -0.290 -4.392 3.951 0.142
H 1.369 -4.612 3.577 0.143
H -1.657 -2.634 2.820 0.135
H -1.686 -0.852 1.239 0.068
H 2.307 -1.496 0.247 0.103
H 2.516 -3.215 1.862 0.134